ORCA calculation (ωB97M-V with the def2-TZVPD basis set) on a 2-piece molecular cluster, C3H9BOS overall.

Computed properties:
energy above the lowest of the compared OMol25 structures with the same formula, charge and spin	491.7	kJ/mol
Kohn-Sham gap (alpha / beta)	7.8 / 7.8	eV
lowest unoccupied orbital energy (alpha / beta)	-0.1235 / -0.1302	eV
HOMO energy (alpha / beta)	-0.2926 / -0.2906	Eh

```
15
Properties=species:S:1:pos:R:3:lowdin_charge:R:1
B -0.0201 -0.6269 0.0328 -0.380
C 0.5522 -1.9967 -0.3041 -0.079
C -2.7289 1.1947 -0.1601 -0.350
C 2.3849 0.8330 0.4024 -0.275
O -2.5265 -0.1634 0.0373 -0.317
S 0.4762 0.9686 0.5469 0.932
H -0.1530 -2.5504 -0.9695 0.088
H 0.7123 -2.6931 0.4908 0.056
H 1.6542 -1.8090 -0.6976 0.104
H -3.8247 1.3639 0.2225 0.104
H -2.3876 1.3876 -1.1886 0.067
H -2.2630 1.8473 0.5781 0.020
H 2.8416 1.5697 -0.1799 0.024
H 2.5053 -0.0600 -0.1614 -0.007
H 2.7772 0.7346 1.3505 0.012
```


ORCA calculation (ωB97M-V with the def2-TZVPD basis set) on a 2-piece molecular cluster, C3H9BS overall.

Computed properties:
energy above the lowest of the compared OMol25 structures with the same formula, charge and spin	301.2	kJ/mol
Kohn-Sham gap	7.3	eV
lowest unoccupied orbital energy	-0.2082	eV
HOMO energy	-0.2756	Eh

```
14
Properties=species:S:1:pos:R:3:lowdin_charge:R:1
B 0.9116 -0.1820 0.3009 -0.034
C 1.4566 -1.0390 1.5070 -0.092
C 1.1982 0.6181 -1.0658 -0.072
C -2.4197 0.3943 -0.6469 -0.574
S -1.8372 -0.9653 0.4609 0.390
H 2.1714 -1.8175 1.4653 0.040
H 0.5560 -1.4477 2.0042 0.034
H 1.9997 -0.3437 2.2460 0.095
H 0.7035 0.2423 -1.9924 0.074
H 2.2353 0.9024 -1.1749 0.037
H 0.7548 1.6823 -0.7644 0.112
H -3.4838 0.2394 -0.7834 0.000
H -1.9121 0.4453 -1.5706 -0.017
H -2.3343 1.2710 0.0141 0.006
```


ORCA calculation (ωB97M-V with the def2-TZVPD basis set) on a 2-piece molecular cluster, C3H9BrN overall.

Computed properties:
energy above the lowest of the compared OMol25 structures with the same formula, charge and spin	116.5	kJ/mol
total charge	+1
Kohn-Sham gap	9.6	eV
lowest unoccupied orbital energy	-5.0196	eV
HOMO energy	-0.5385	Eh

```
14
Properties=species:S:1:pos:R:3:lowdin_charge:R:1
C -0.1571 2.1196 0.1054 -0.005
C 0.0506 -1.5435 0.9155 -0.064
C 0.4264 0.8183 0.3233 -0.067
N -0.3550 -0.1837 0.6032 0.027
Br 0.0621 -1.5097 -2.4270 0.395
H -0.9299 2.0746 -0.6185 0.096
H 0.7001 2.7276 -0.1857 0.102
H -0.4246 2.4865 1.1704 0.162
H 0.0109 -1.8155 2.0558 0.153
H -0.6151 -2.1923 0.4563 0.050
H 1.1028 -1.5755 0.5999 0.099
H 1.4647 0.7491 0.3825 0.143
H -0.0269 -1.9091 -3.7953 -0.235
H -1.3091 -0.2465 0.4142 0.145
```


ORCA calculation (ωB97M-V with the def2-TZVPD basis set) on a 2-piece molecular cluster, C3H9BrNO2 overall.

Computed properties:
energy above the lowest of the compared OMol25 structures with the same formula, charge and spin	253.2	kJ/mol
total charge	+1
Kohn-Sham gap	9.5	eV
lowest unoccupied orbital energy	-4.9001	eV
HOMO energy	-0.5309	Eh

```
16
Properties=species:S:1:pos:R:3:lowdin_charge:R:1
C 0.5716 1.5042 0.3824 -0.011
C 0.9688 0.0502 0.1415 -0.420
C 0.0924 -0.9462 0.6006 -0.115
N 1.6867 -0.0776 -1.0939 0.126
O 0.1004 -2.0794 0.0957 0.213
O -2.0106 -0.4771 -0.3525 -0.629
Br -3.1788 0.6205 0.5466 0.793
H -0.1609 1.8085 -0.2701 0.044
H 0.0065 1.4787 1.3871 0.123
H 1.2424 2.3018 0.2191 0.091
H 1.6317 -0.1807 1.0027 0.200
H -0.5936 -0.9004 1.5487 0.204
H 1.2866 -0.8788 -1.5206 0.072
H 1.3862 0.6997 -1.6833 0.107
H -2.3769 -0.2675 -1.2316 0.027
H -0.6525 -2.6561 0.2275 0.174
```


ORCA calculation (ωB97M-V with the def2-TZVPD basis set) on C3H9CdO3 as an isolated structure.

Computed properties:
expectation value of S²	0.752
Kohn-Sham gap (alpha / beta)	8.0 / 8.8	eV
2S+1	2
lowest unoccupied orbital energy (alpha / beta)	0.7540 / -0.7598	eV
HOMO energy (alpha / beta)	-0.2661 / -0.3526	Eh

```
16
Properties=species:S:1:pos:R:3:lowdin_charge:R:1
Cd -0.8100 -0.2856 -1.9717 1.033
O 0.7974 -0.9738 -1.1823 -0.570
H 0.8724 -2.4057 -0.6997 -0.015
C -1.8736 1.7472 0.2261 -0.106
O -0.7915 1.0109 -0.3189 -0.460
C 0.1665 0.5695 0.6463 -0.220
C 1.2989 -0.1143 -0.1033 -0.282
H -2.5691 1.9707 -0.5906 0.083
H -2.3913 1.1574 0.9972 0.098
H -1.4996 2.6845 0.6623 0.096
H -0.3372 -0.1325 1.3315 0.134
H 0.5315 1.4391 1.2149 0.132
H 1.9847 -0.5574 0.6406 0.122
H 1.9042 0.6749 -0.5920 0.109
O 0.9852 -3.1407 0.0365 -0.160
H 1.7314 -3.6444 -0.2968 0.005
```


ORCA calculation (ωB97M-V with the def2-TZVPD basis set) on a 2-piece molecular cluster, C3H9ClN3O2S overall.

Computed properties:
energy above the lowest of the compared OMol25 structures with the same formula, charge and spin	116.3	kJ/mol
total charge	+1
Kohn-Sham gap	9.4	eV
lowest unoccupied orbital energy	-3.7503	eV
HOMO energy	-0.4819	Eh

```
19
Properties=species:S:1:pos:R:3:lowdin_charge:R:1
C 0.8457 0.5538 0.4458 -0.387
C -0.6301 -1.0497 1.3266 0.088
C 2.3780 0.7047 0.0542 -0.010
N 0.7035 -0.3041 1.6017 0.087
N -1.0096 -0.6586 0.1503 0.027
N -0.1042 0.1060 -0.5589 0.049
O -4.9179 0.7280 -1.9963 -0.327
O -3.4092 -0.3447 -0.4060 -0.553
S -4.8876 -0.2866 -0.7144 0.751
Cl -5.6529 1.0324 0.7391 0.272
H 0.5428 1.5596 0.7684 0.141
H -1.2896 -1.3270 2.0539 0.118
H 2.6286 1.5500 -0.6295 0.098
H 2.8097 -0.2053 -0.3616 0.077
H 2.8087 0.8230 1.0229 0.062
H 1.4167 -0.7685 2.1545 0.134
H -2.0465 -0.7994 -0.2388 0.103
H -4.2321 1.3847 -2.1432 0.086
H 0.2695 -0.1997 -1.5000 0.184
```


ORCA calculation (ωB97M-V with the def2-TZVPD basis set) on C3H9ClSSi as an isolated structure.

Computed properties:
energy above the lowest of the compared OMol25 structures with the same formula, charge and spin	232.8	kJ/mol
Kohn-Sham gap	8.6	eV
lowest unoccupied orbital energy	0.5711	eV
HOMO energy	-0.2933	Eh

```
15
Properties=species:S:1:pos:R:3:lowdin_charge:R:1
C -1.9157 1.6638 -0.4979 -0.187
C -0.7829 0.8154 0.0760 -0.505
C 0.5333 -1.6929 0.1751 -0.627
Si 2.8707 -0.9363 -0.1651 0.212
S -0.8723 -0.9401 -0.6124 0.707
Cl 2.8965 1.0055 -0.0536 0.294
H -2.9587 1.2279 -0.2435 0.109
H -1.7619 2.6296 -0.2594 0.025
H -2.0097 1.7497 -1.5221 0.036
H -0.9877 0.6364 1.1997 0.104
H 0.0573 1.3318 -0.2797 0.007
H 0.2515 -1.8715 1.2814 0.026
H 0.6341 -2.6854 -0.3497 -0.014
H 3.5053 -1.4388 0.9682 -0.134
H 3.5048 -1.6054 -1.4677 -0.052
```


ORCA calculation (ωB97M-V with the def2-TZVPD basis set) on C3H9F4KN2O12PS4 as an isolated structure.

Computed properties:
energy above the lowest of the compared OMol25 structures with the same formula, charge and spin	0.0	kJ/mol
total charge	-1
Kohn-Sham gap	9.3	eV
lowest unoccupied orbital energy	1.9260	eV
HOMO energy	-0.2713	Eh

```
36
Properties=species:S:1:pos:R:3:lowdin_charge:R:1
K 0.5161 2.0902 0.5744 0.829
N 2.9187 3.1353 -0.0232 -0.402
S 3.3608 4.3588 -0.8499 0.455
O 3.0473 4.2780 -2.2459 -0.270
O 4.5818 5.0061 -0.4651 -0.280
F 2.2103 5.3421 -0.2678 -0.218
S 3.9815 1.9139 -0.3404 0.538
O 5.1676 2.1493 -1.0903 -0.247
O 3.2777 0.6700 -0.5378 -0.308
F 4.4513 1.6735 1.1806 -0.207
N -1.5112 1.6164 -1.5552 -0.327
S -0.5607 1.8045 -2.8961 0.499
O -1.1759 1.8955 -4.1928 -0.266
O 0.7169 1.1508 -2.8234 -0.273
F -0.2312 3.3481 -2.6531 -0.194
S -2.4017 0.4363 -2.0796 0.454
O -1.7904 -0.7878 -2.5166 -0.281
O -3.5324 0.9147 -2.8357 -0.286
F -3.0671 0.0083 -0.6778 -0.208
C -0.8837 -3.8626 3.3144 -0.106
O -0.7516 -2.4505 3.2138 -0.210
P -0.8099 -1.7267 1.7878 0.360
O -0.6523 -0.2662 1.8399 -0.277
O 0.3634 -2.4702 1.0048 -0.206
C 0.5220 -2.1668 -0.4011 -0.052
O -2.1282 -2.2397 1.0995 -0.221
C -3.4097 -1.7716 1.5956 -0.063
H -1.3323 -4.2992 2.4183 0.087
H -1.5518 -4.0512 4.1550 0.088
H 0.0773 -4.3528 3.4639 0.090
H -0.2411 -1.4884 -0.7838 0.060
H 0.4803 -3.0935 -0.9674 0.095
H 1.4921 -1.6896 -0.5330 0.090
H -4.1352 -2.3574 1.0397 0.095
H -3.4488 -0.7065 1.3981 0.073
H -3.5499 -2.0109 2.6507 0.088
```